{
  "formula": "C40H44F3GeIrN3O2PS2",
  "method": "wB97M-V/def2-TZVPD",
  "homo_energy_ev": [-10.4, -10.4],
  "e_lumo_ev": [-3.25, -4.23],
  "e_above_lowest_kj_mol": 296.5,
  "spin_multiplicity": 2,
  "total_charge": 1,
  "energy_ev": -149221.51510,
  "s_squared": 0.758,
  "symbols": ["Ir", "F", "C", "F", "F", "S", "P", "S", "C", "C", "C", "C", "C", "C", "C", "C", "C", "C", "C", "C", "H", "H", "H", "H", "H", "H", "H", "H", "H", "H", "C", "C", "C", "C", "C", "C", "Ge", "C", "C", "C", "C", "C", "C", "C", "C", "C", "C", "C", "C", "H", "H", "H", "H", "H", "H", "H", "H", "H", "H", "H", "H", "H", "H", "H", "C", "N", "C", "C", "O", "H", "H", "H", "H", "H", "H", "H", "C", "N", "C", "C", "C", "N", "C", "C", "O", "H", "H", "H", "H", "H", "H", "H", "H", "H", "H", "H", "H"],
  "xyz": [[-0.84176, 1.73607, -0.47574], [-3.03021, 3.27224, -1.63735], [-2.76192, 2.23091, -0.78951], [-3.47540, 1.19148, -1.35406], [-3.46022, 2.51154, 0.35540], [2.48213, -4.41368, -2.16665], [1.37951, -4.09681, -0.55449], [0.81140, -2.24660, -1.00125], [-0.01429, -5.22248, -0.35900], [-1.18711, -4.76765, 0.24170], [-2.25749, -5.63259, 0.40951], [-2.16571, -6.94632, -0.03350], [-1.00319, -7.39635, -0.64117], [0.07419, -6.53706, -0.80283], [2.30997, -4.16707, 0.99125], [3.57757, -3.58390, 1.02969], [4.30051, -3.57795, 2.20938], [3.76368, -4.14763, 3.35986], [2.50617, -4.72831, 3.32539], [1.77881, -4.74236, 2.14114], [-1.25968, -3.73521, 0.56847], [-3.16542, -5.28661, 0.88685], [-3.00384, -7.61913, 0.09280], [-0.93497, -8.41695, -0.99310], [0.97964, -6.88411, -1.28552], [3.99453, -3.15484, 0.12592], [5.29184, -3.14306, 2.23225], [4.33556, -4.15151, 4.27882], [2.09288, -5.18432, 4.21536], [0.80289, -5.20993, 2.11723], [-2.39767, 4.94202, 2.21921], [-1.52810, 3.93410, 2.59474], [-0.64438, 3.41745, 1.65612], [-0.64200, 3.89813, 0.33041], [-1.56833, 4.90418, -0.03083], [-2.41316, 5.43692, 0.91390], [0.77348, 3.42554, -0.91110], [0.77870, 4.20567, -2.66938], [-0.31965, 3.99080, -3.50519], [-0.33889, 4.51825, -4.78767], [0.74330, 5.25513, -5.24889], [1.84232, 5.47194, -4.42926], [1.86211, 4.94687, -3.14568], [2.52683, 3.46641, -0.10700], [2.72779, 3.88025, 1.20910], [4.00153, 3.86476, 1.76630], [5.08302, 3.43259, 1.01359], [4.89609, 3.02021, -0.30056], [3.62576, 3.03557, -0.85589], [-3.07244, 5.36457, 2.95310], [-1.52373, 3.56534, 3.61180], [0.08750, 2.68301, 1.96406], [-1.58346, 5.27818, -1.04535], [-3.10236, 6.22461, 0.64172], [-1.16174, 3.40892, -3.14901], [-1.19518, 4.35215, -5.42831], [0.73112, 5.66065, -6.25230], [2.68299, 6.04936, -4.79115], [2.72099, 5.13018, -2.51065], [1.89668, 4.24070, 1.80252], [4.14801, 4.19846, 2.78568], [6.07552, 3.42854, 1.44546], [5.74069, 2.69178, -0.89255], [3.49041, 2.70648, -1.88065], [0.55904, -0.16955, 2.27085], [1.88042, 0.08591, 1.71501], [3.07289, -0.13194, 2.53938], [2.04357, 0.49426, 0.47167], [1.16001, 0.78241, -0.35484], [0.64931, -0.29563, 3.34604], [0.13618, -1.06899, 1.82011], [-0.11810, 0.65420, 2.05263], [2.80392, -0.76235, 3.38229], [3.46958, 0.81428, 2.90842], [3.83566, -0.65082, 1.96304], [3.08915, 0.52210, 0.15042], [-1.86166, -0.95229, -2.83363], [-2.62223, -1.41742, -1.68174], [-3.73451, -2.31973, -1.96687], [-4.90474, -1.98571, -1.06710], [-4.43570, -2.08292, 0.36663], [-3.22104, -1.29466, 0.56206], [-3.04130, -0.73642, 1.89275], [-2.40067, -0.94871, -0.44935], [-1.38497, -0.21886, -0.18534], [-2.55928, -0.56800, -3.57901], [-1.27990, -1.76880, -3.25944], [-1.17858, -0.15885, -2.54857], [-3.41436, -3.35760, -1.82597], [-3.99487, -2.19794, -3.01679], [-5.73503, -2.66836, -1.24198], [-5.24322, -0.96876, -1.27487], [-4.24409, -3.12547, 0.63993], [-5.18982, -1.69923, 1.05433], [-3.85992, -0.05197, 2.12389], [-2.10770, -0.19105, 1.94180], [-3.03186, -1.54066, 2.63111]]
}

{
  "formula": "C40H44N2O13P",
  "method": "wB97M-V/def2-TZVPD",
  "homo_energy_ev": -11.2,
  "e_lumo_ev": -4.24,
  "total_charge": 1,
  "energy_ev": -81061.62325,
  "symbols": ["C", "C", "O", "C", "C", "O", "P", "N", "C", "C", "C", "O", "N", "C", "C", "C", "H", "H", "H", "H", "H", "H", "H", "H", "H", "H", "H", "H", "H", "H", "H", "H", "H", "H", "H", "H", "H", "H", "H", "H", "C", "C", "C", "O", "C", "C", "C", "O", "H", "H", "H", "H", "C", "C", "C", "O", "C", "C", "C", "O", "H", "H", "H", "H", "C", "C", "C", "O", "C", "C", "C", "O", "H", "H", "H", "H", "C", "C", "C", "O", "C", "C", "C", "O", "H", "H", "H", "H", "C", "C", "C", "O", "C", "C", "C", "O", "H", "H", "H", "H"],
  "xyz": [[-1.73134, 2.58413, -2.97866], [-3.09363, 3.44615, -2.68043], [-3.87263, 2.99873, -1.51440], [-3.04465, 2.88972, -0.30090], [-2.89584, 1.27656, 0.02358], [-1.53202, 0.85132, 0.37447], [-1.46384, -0.86972, 0.62829], [-0.00325, -1.48092, -0.19108], [-1.15465, -1.10985, 2.53546], [-2.25408, -0.18631, 3.39210], [-1.60890, 1.24900, 3.90929], [-1.94637, 2.39169, 3.03420], [-2.96715, -1.75250, 0.26046], [-2.92781, -2.37822, -0.96057], [-2.11942, -3.75396, -1.33534], [-3.83571, -1.70760, -2.19488], [-1.56899, 2.46486, -4.15559], [-0.81919, 3.24229, -2.59558], [-1.73450, 1.49588, -2.54375], [-3.80057, 3.30818, -3.62700], [-2.87553, 4.61103, -2.59731], [-3.66390, 3.34591, 0.59828], [-2.02524, 3.46644, -0.34714], [-3.66288, 0.99978, 0.86283], [-3.15992, 0.72166, -0.99995], [0.80016, -1.15885, 0.42200], [0.13603, -0.97446, -1.10777], [-0.05488, -0.81548, 2.85157], [-1.40087, -2.22976, 2.84535], [-2.62047, -0.78587, 4.35289], [-3.22985, 0.04050, 2.77230], [-1.95465, 1.52189, 5.01867], [-0.43694, 1.13908, 3.87620], [-2.95851, 2.43342, 2.90037], [-2.68911, -4.68780, -0.88615], [-1.00534, -3.79237, -0.97888], [-2.08678, -3.92182, -2.51687], [-3.16377, -1.20892, -3.02592], [-4.56905, -2.52330, -2.66505], [-4.56738, -0.90354, -1.70179], [3.24521, -6.98005, -0.22364], [2.09332, -6.61835, -0.79692], [1.69019, -5.20058, -0.87836], [0.63514, -4.86878, -1.40111], [2.60951, -4.19847, -0.30353], [3.76140, -4.56017, 0.26975], [4.16453, -5.97794, 0.35119], [5.21959, -6.30974, 0.87395], [3.55556, -8.01553, -0.15494], [1.40859, -7.34136, -1.22378], [2.29916, -3.16299, -0.37223], [4.44614, -3.83716, 0.69661], [-1.99266, 8.85956, -5.16132], [-1.68328, 7.61578, -5.54031], [-2.67046, 6.52142, -5.45622], [-2.38753, 5.38230, -5.80101], [-4.01247, 6.85491, -4.93892], [-4.32185, 8.09868, -4.55993], [-3.33467, 9.19304, -4.64402], [-3.61760, 10.33216, -4.29923], [-1.28020, 9.67360, -5.21584], [-0.70355, 7.35531, -5.92254], [-4.72493, 6.04086, -4.88441], [-5.30158, 8.35915, -4.17771], [-2.58459, 12.81079, 0.29372], [-2.79480, 14.04197, -0.18202], [-3.40465, 14.25665, -1.50912], [-3.59558, 15.38316, -1.94618], [-3.77449, 13.05880, -2.28898], [-3.56428, 11.82762, -1.81324], [-2.95443, 11.61294, -0.48614], [-2.76350, 10.48642, -0.04907], [-2.13769, 12.63574, 1.26475], [-2.52974, 14.93066, 0.37815], [-4.22139, 13.23385, -3.26000], [-3.82934, 10.93893, -2.37341], [8.37756, -6.40929, 3.84422], [7.56523, -5.65264, 3.09996], [7.44060, -4.20081, 3.33632], [6.69583, -3.50784, 2.65689], [8.24918, -3.61759, 4.42529], [9.06151, -4.37425, 5.16955], [9.18614, -5.82608, 4.93320], [9.93091, -6.51905, 5.61262], [8.48014, -7.47570, 3.68456], [6.96617, -6.06533, 2.29707], [8.14660, -2.55118, 4.58495], [9.66057, -3.96156, 5.97244], [3.10409, -10.37947, 3.33341], [3.10706, -9.80872, 2.12488], [2.40865, -10.43024, 0.98245], [2.41252, -9.90956, -0.12452], [1.70589, -11.70534, 1.22752], [1.70292, -12.27609, 2.43606], [2.40133, -11.65456, 3.57849], [2.39745, -12.17524, 4.68546], [3.61195, -9.93724, 4.18181], [3.61729, -8.87320, 1.92921], [1.19803, -12.14756, 0.37913], [1.19269, -13.21161, 2.63172]]
}